[1]
A structure of composition C41H37Cl5P2Sn in a non-equilibrium geometry, computed with the ωB97M-V functional and the def2-TZVPD basis.

```
86
Properties=species:S:1:pos:R:3:forces:R:3
Sn 1.4347 0.2292 1.9806 -2.1219 -0.6333 0.2960
C 2.9692 1.4716 1.1071 -0.7189 0.3138 0.0965
C 2.6092 1.2371 -0.3651 -0.0072 1.8449 -0.8080
C 3.2427 -0.0005 -1.0457 -0.0628 0.3869 -0.7424
C 3.5353 -1.2378 -0.1883 0.0024 -0.2407 -0.0626
C 2.7309 -1.4169 1.0874 0.4324 -1.3948 -0.0224
C 3.1875 -1.2186 2.4256 -0.5226 -0.6252 -0.2169
C 3.9997 -0.0078 2.8701 0.8712 0.1185 0.4806
C 4.2892 1.0421 1.7588 0.2091 0.2195 0.1940
C -2.4761 -1.8807 0.2938 -0.5228 -0.8706 -0.1403
H 2.6560 2.4770 1.4340 0.6519 -0.2876 -0.5212
H 2.8822 2.1230 -0.9840 0.3579 -0.3945 0.2111
H 4.2291 0.2955 -1.4748 -0.7572 0.1775 0.1768
H 2.6163 -0.2944 -1.9071 0.2324 0.1871 0.3097
H 3.3137 -2.1274 -0.8138 0.0211 0.3631 0.3376
H 4.6246 -1.3115 -0.0163 -0.5071 0.1620 0.3091
H 1.8527 -2.0774 0.9097 1.0510 0.0175 0.5587
H 2.8850 -1.9686 3.1999 0.0716 0.9909 -0.6039
H 4.8923 -0.2816 3.4581 0.0609 -0.1203 -0.4814
H 3.3958 0.5136 3.6448 0.3198 -0.1261 -0.2093
H 4.6928 1.9592 2.2340 0.0745 -0.6416 -0.0932
H 5.0679 0.6895 1.0661 -0.3107 0.0265 0.0815
H -2.1415 -0.9762 0.8100 0.1673 0.0741 0.1098
H -3.0419 -2.5641 0.9399 0.2838 0.0380 -0.0519
H -3.1764 -1.5194 -0.4628 0.2039 -0.1221 -0.1275
P 0.6333 1.6476 -0.6284 0.7228 -0.2780 1.1092
P -1.0813 -2.6915 -0.4895 1.5511 2.8169 0.6121
C -0.1057 0.0311 -1.3084 -0.7588 1.0418 -1.4523
C 0.0139 -1.3447 -1.1437 0.5761 -3.6791 1.2975
C 0.2289 2.6904 -2.0836 -0.2569 0.4728 -0.7331
C 0.8911 2.6990 -3.3307 -0.2584 -0.1526 0.2822
C 0.3562 3.4265 -4.4065 0.1433 0.0544 -0.0258
C -0.8257 4.1635 -4.2683 0.4487 -0.1415 -0.0137
C -1.4857 4.1540 -3.0458 -0.1887 0.2552 -0.1364
C -0.9588 3.4491 -1.9759 0.1955 -0.4248 0.3131
C 0.4378 3.2525 0.7464 0.6862 0.8358 0.4777
C 0.3760 3.2047 2.1644 -0.3874 -1.1806 0.2023
C -0.0563 4.2834 2.9574 0.5854 0.4119 -0.0240
C 0.0518 5.5948 2.4748 -0.2297 -0.4660 -0.4884
C 0.4025 5.7393 1.1280 0.1433 -0.7559 -0.0888
C 0.5257 4.5961 0.2837 -0.1278 0.4197 -0.2067
C -1.7086 -3.9767 -1.5780 -0.3053 -0.4181 -0.7774
C -2.3671 -3.5297 -2.7328 -0.0463 -0.3427 -0.1154
C -3.0001 -4.4414 -3.5851 0.1753 0.0250 0.0405
C -2.9729 -5.8189 -3.3284 0.3907 0.5540 0.1556
C -2.2950 -6.2549 -2.1895 0.1420 0.0373 0.0297
C -1.6748 -5.3568 -1.3074 -0.1952 0.1700 -0.4127
C -0.1679 -3.5897 0.7964 0.0883 -0.6079 0.1935
C -0.4323 -3.3810 2.1581 0.2415 -0.1658 -0.1943
C 0.3647 -4.0093 3.1194 -0.3125 0.3196 0.1567
C 1.4273 -4.8315 2.7726 0.2655 0.0831 -0.0311
C 1.6846 -5.0475 1.4211 -0.2856 0.0390 -0.2639
C 0.8695 -4.4713 0.4372 0.1539 0.0044 0.3947
H -0.5138 0.2533 -2.3117 0.3295 1.0548 0.5996
H 0.9425 -1.7954 -1.6242 -1.1655 0.3220 0.3718
H 1.8181 2.1302 -3.4685 -0.3744 0.1920 0.0379
H 0.8680 3.4294 -5.3774 -0.1230 -0.0452 0.5116
H -1.1956 4.7744 -5.0992 0.0841 -0.3938 0.2987
H -2.4203 4.7119 -2.9243 0.3995 -0.2316 0.0458
H -1.4638 3.5096 -1.0133 -0.0355 -0.1850 -0.2523
H 0.7311 2.3054 2.7403 -1.3481 0.9709 -0.6736
H -0.4250 4.1137 3.9796 0.6538 -0.1024 -0.3958
H -0.0987 6.4666 3.1335 -0.0812 -0.5826 -0.4791
H 0.5773 6.7413 0.7231 -0.1227 -0.4806 -0.0436
H 0.7069 4.8169 -0.7754 -0.1036 -0.2130 0.4922
H -2.3527 -2.4586 -2.9573 -0.1294 -0.3453 -0.0210
H -3.4801 -4.0769 -4.4856 -0.0362 0.0255 0.0749
H -3.4161 -6.5301 -4.0401 0.1753 0.3872 0.4854
H -2.2087 -7.3215 -2.0079 -0.0563 0.1079 0.1232
H -1.1472 -5.7374 -0.4367 -0.2066 0.0636 -0.1480
H -1.2632 -2.7471 2.4753 0.3593 -0.0924 -0.1053
H 0.1428 -3.8220 4.1636 0.0137 -0.0630 -0.0063
H 2.0673 -5.2868 3.5482 -0.4576 0.2806 -0.5176
H 2.5174 -5.6775 1.1307 -0.1004 -0.0258 -0.0609
H 1.0361 -4.7403 -0.6090 0.0652 0.2910 0.2614
Cl -3.0826 0.6904 -1.9424 -0.0069 -0.2751 -0.5786
C -3.2625 1.4096 -0.3691 -1.1247 1.5611 1.8416
C -2.5620 1.0155 0.7323 1.6060 -0.9418 -0.6343
C -2.7447 1.5041 1.9874 -2.0493 1.5574 -1.1510
Cl -1.7834 0.9895 3.3229 0.1420 -0.2929 0.6713
C -3.7796 2.4585 2.1908 0.6507 -0.7123 -0.7882
Cl -4.0912 3.0633 3.7558 -0.3184 0.3285 0.5182
C -4.5227 2.9074 1.0777 0.8529 -0.6174 -0.2029
Cl -5.8028 4.0170 1.2886 -0.2933 0.4079 0.1016
C -4.2246 2.4353 -0.2203 0.6868 -0.7168 0.5355
Cl -4.9685 3.1084 -1.6069 -0.5223 0.3752 -0.2934
```
Forces are in eV/Å.

Calculated values
- LUMO level (spin up / spin down): -0.0370 / -0.0274 Ha
- Strongest force on any atom: 3.94 eV/Å
- HOMO energy (spin up / spin down): -6.167 / -6.560 eV
- Electronic energy: -130127.118 eV


[2]
A cluster of 3 separate species, C41H37F33I2N2O4Si in total in a non-equilibrium geometry, computed with the ωB97M-V functional and the def2-TZVPD basis.

```
120
Properties=species:S:1:pos:R:3:forces:R:3
C 1.0134 -0.2372 4.0433 -1.1449 -1.5417 0.0324
C 0.3232 -1.0626 3.4737 0.4771 0.5725 0.5406
C -0.6163 -2.0311 2.8279 -0.1222 0.8501 0.0862
C -0.9658 -1.6469 1.3719 0.1000 -0.3147 0.4266
C -0.3161 -2.1986 0.2845 -0.2109 -0.2773 -0.1178
C 0.8131 -3.1706 0.6311 0.0316 1.1366 -0.4054
C 2.0484 -2.4115 1.2330 -0.1318 -1.2948 0.3416
O 2.8172 -3.0003 1.9268 -0.0231 0.3519 -0.1835
I 2.4292 -0.3366 0.7886 -0.2130 -0.1714 -0.2221
C -0.6979 -1.8614 -1.0806 0.2899 0.4047 0.7073
C 0.0513 -2.5724 -2.2110 -0.9299 -0.5125 0.2714
I 1.8630 -1.5435 -2.8474 -0.3296 -0.5011 -0.0424
C -0.7945 -3.0573 -3.4113 -0.2015 -0.1993 -0.2586
C -2.1188 -3.7880 -2.9968 0.4153 -0.0652 -0.4925
C -1.7025 -0.9158 -1.2468 0.0329 -0.2318 -0.7188
C -2.1620 -0.4183 -2.6208 0.5149 0.1358 -0.4675
C -1.0479 0.3936 -3.3795 -1.5368 -0.4819 0.3000
O -0.3520 1.1434 -2.3902 0.5136 0.5390 -1.4116
Si 0.6208 2.4047 -2.9619 0.5940 1.3954 0.7530
C 0.2032 3.0224 -4.6971 -0.7294 -0.3557 -0.1579
C 0.4046 3.8991 -1.7973 0.4782 -0.1436 -0.3023
C 2.4863 2.0262 -2.9371 -0.8716 -1.0445 0.1716
C -2.3639 -0.3483 -0.1092 -0.1573 0.2634 -0.5544
N -3.3660 0.5483 -0.3528 -0.0886 -0.0631 0.7603
C -3.9473 1.0306 0.7107 0.1739 0.4592 0.4387
C -5.0928 2.0219 0.5217 0.4330 -0.5756 -0.5613
C -6.2715 1.2939 -0.2062 0.4296 0.8595 0.2263
C -7.4776 0.9515 0.6780 0.3819 0.5583 -0.7803
F -8.5943 1.0502 -0.1029 0.0483 -0.7343 0.3332
F -7.6695 1.8724 1.6648 0.3342 -0.2402 -0.0924
C -7.3948 -0.4277 1.3965 -1.0988 0.9558 0.3035
F -8.4919 -0.5117 2.1874 0.2212 -0.2235 -0.2777
F -6.3388 -0.3781 2.2394 0.1848 -0.3162 -0.4946
C -7.3848 -1.6821 0.4425 -0.1704 -0.2443 -0.5043
F -8.4943 -2.3916 0.7125 0.5347 -0.2881 0.2057
F -7.4896 -1.3492 -0.8716 0.2519 0.4348 0.3152
C -6.1046 -2.5649 0.5646 -0.7661 -0.6199 0.4383
F -6.1353 -3.1006 1.8121 0.2417 0.1113 -0.2061
F -4.9934 -1.8339 0.3965 -0.2556 0.0798 0.2276
C -6.0217 -3.7356 -0.4681 0.7904 0.3452 -0.6961
F -7.2049 -4.2702 -0.8049 0.0427 0.0003 0.5257
F -5.5044 -3.2119 -1.6093 -0.1374 0.0715 0.3420
C -5.0244 -4.8804 -0.0310 -0.2310 -0.3055 -0.9274
F -3.9907 -4.4194 0.6959 -0.5037 0.2049 0.2690
F -4.4807 -5.3419 -1.1840 -0.1621 -0.0194 0.2889
C -5.7160 -6.1202 0.6455 1.6098 -0.3539 0.4001
F -6.7492 -5.8046 1.4342 -0.1224 0.0972 -0.4682
F -6.0592 -6.9725 -0.3344 -0.5790 0.2433 0.3123
C -4.6874 -6.8909 1.5526 -0.7686 -0.9323 0.5376
F -4.4853 -6.2535 2.7056 0.3509 0.2921 -0.4397
F -3.5474 -7.1528 0.9246 0.0318 0.4764 0.0493
F -5.2315 -8.0784 1.8819 -0.0720 0.2360 -0.2626
C -3.5201 0.6703 2.0294 -0.7080 0.6475 1.1034
N -2.5696 -0.1704 2.3414 -0.8119 0.5379 -1.7833
C -2.0132 -0.6879 1.2036 1.5257 -1.2506 0.2428
H 1.5278 0.3037 4.8164 0.0332 0.1068 -0.6268
H -1.5320 -1.9569 3.4386 0.2440 -0.0832 -0.3766
H -0.2724 -3.0672 2.9229 0.1484 0.3836 -0.0364
H 1.2338 -3.7360 -0.2122 -0.1373 0.3260 0.2089
H 0.4373 -3.9200 1.3428 0.5461 0.3176 -0.0744
H 0.4445 -3.5022 -1.7754 -0.0420 0.5041 -0.2862
H -0.1735 -3.7775 -3.9722 -0.1203 0.3918 0.2344
H -1.0499 -2.2662 -4.1263 0.3311 -0.1031 0.2956
H -2.9995 -3.3024 -3.4491 0.3131 -0.1149 0.3357
H -2.0790 -4.8007 -3.4312 -0.1795 0.2552 0.4823
H -2.2582 -3.8339 -1.9070 0.0300 -0.0829 -0.3845
H -3.0014 0.2822 -2.5545 0.2528 -0.3805 0.4942
H -2.5341 -1.2578 -3.2293 0.2658 0.3563 0.1681
H -1.6220 1.0427 -4.0726 0.4640 -0.0587 0.2655
H -0.4116 -0.2386 -4.0194 0.1206 0.1882 0.5040
H -0.7328 3.6133 -4.7172 0.3754 -0.2342 0.1244
H 0.0321 2.1746 -5.3844 0.3126 0.3887 0.0349
H 1.0030 3.6737 -5.0859 -0.1712 -0.3644 0.1712
H -0.2813 4.6539 -2.2177 -0.0473 -0.4209 0.3958
H 0.1522 3.6099 -0.7659 -0.1303 0.2149 -0.3400
H 1.3908 4.4001 -1.7576 -0.3898 -0.2042 0.0643
H 2.6486 1.3604 -2.0668 0.2207 0.4447 -0.2509
H 3.1043 2.9309 -2.8655 -0.1988 -0.3103 -0.1526
H 2.7080 1.4118 -3.8267 0.2940 0.4062 0.2310
H -5.3635 2.5160 1.4628 -0.1006 -0.2924 -0.2773
H -4.7232 2.8003 -0.1673 -0.1407 -0.2606 0.3320
H -6.6395 1.9711 -0.9936 -0.1292 -0.3604 0.3449
H -5.8483 0.4161 -0.7184 -0.4046 0.2439 0.2217
H -4.0501 1.1442 2.8682 0.2154 -0.1763 -0.2940
F 6.1869 -0.5058 1.0035 0.2709 -0.0547 -0.0061
C 5.7340 -0.8739 2.2182 -0.7558 0.1005 -0.0392
F 5.1377 0.2195 2.7536 0.2642 -0.0311 0.3213
C 6.8551 -1.3630 3.1372 0.7671 0.1925 -0.0171
F 7.7282 -0.3634 3.4010 -0.0901 0.0860 -0.1144
F 6.2759 -1.6875 4.3280 -0.2460 -0.1468 -0.1889
C 7.6427 -2.6073 2.6784 0.1716 -0.6606 0.2033
O 8.8997 -2.4019 2.0302 -0.3808 0.7755 -0.3929
C 8.9401 -2.1602 0.6639 -0.4479 -0.9575 0.7557
F 7.7362 -2.3832 0.1095 0.0749 0.2523 -0.2545
F 9.7769 -3.0820 0.1369 0.2051 0.2534 -0.1173
C 9.4913 -0.7686 0.3375 0.2845 0.4581 -0.0974
F 8.7520 0.2010 0.9081 -0.0931 -0.1378 0.0856
F 9.4651 -0.5607 -0.9994 -0.0117 -0.2578 -0.0182
H 4.9683 -1.6445 2.0896 0.0765 -0.0983 0.0822
H 7.9100 -3.1328 3.5954 0.0548 0.1877 0.0361
H 7.0156 -3.3072 2.1256 -0.1072 0.2494 -0.1671
H 10.5185 -0.6700 0.6934 0.0177 -0.1740 0.0127
F 2.0869 7.0897 0.2390 0.1603 -0.1252 0.0643
C 2.6774 8.2225 -0.1795 -0.4532 0.3764 -0.1849
F 2.1173 8.5375 -1.3734 0.2274 0.0687 -0.0449
C 4.1924 8.0686 -0.3475 0.4953 -0.6668 -0.0971
F 4.4739 7.1744 -1.3201 -0.2018 -0.0184 0.0067
F 4.6627 9.2715 -0.7867 -0.2355 0.1621 0.2411
C 5.0078 7.7134 0.9140 0.5393 0.1962 0.3936
O 5.3637 6.3463 1.1157 -0.8559 -0.1735 -0.3878
C 4.4667 5.4853 1.7359 0.6103 1.0235 0.3726
F 3.4391 6.1756 2.2637 -0.2226 -0.2617 -0.0742
F 5.1245 4.9318 2.7759 -0.0574 -0.2910 -0.1483
C 4.0052 4.3622 0.8035 -0.0419 -0.5634 -0.3385
F 3.4156 4.8528 -0.3045 0.0536 0.2130 0.0450
F 3.0962 3.5809 1.4294 0.0665 0.1004 0.2207
H 2.4430 9.0246 0.5259 0.1220 0.0067 0.0365
H 5.9685 8.2126 0.7852 -0.0311 -0.0874 -0.1787
H 4.5805 8.1541 1.8152 -0.2772 -0.1041 -0.0960
H 4.8502 3.7444 0.4927 0.1151 0.0686 0.1557
```
Forces are in eV/Å.

Calculated values
- LUMO level: -0.0220 Ha
- Strongest force on any atom: 2.03 eV/Å
- Structure (SMILES): C#CCc1c(CC(=O)I)c([C@H](I)CC)c(CCO[Si](C)(C)C)c2nc(CCC(F)(F)C(F)(F)C(F)(F)C(F)(F)C(F)(F)C(F)(F)C(F)(F)C(F)(F)F)cnc12.FC(F)C(F)(F)COC(F)(F)C(F)F.FC(F)C(F)(F)COC(F)(F)C(F)F
- HOMO energy: -8.690 eV
- Electronic energy: -168043.481 eV